The following is a quantum chemistry calculation of a cluster of 11 separate species, C78H182ClN10O4 in total at a distorted geometry, from OMol25.

## Properties
HOMO level = -22.741 eV
calculated total energy = -119337.6003 eV
strongest force on any atom = 3.8 eV/A
net charge = +9
molecular weight = 1359.8 Da

```
275
C78H182ClN10O4 | OMol25 | ωB97M-V/def2-TZVPD
C -24.958 -23.161 19.693
C -26.249 -23.368 18.928
N -26.157 -23.777 17.465
C -25.354 -25.103 17.484
C -27.578 -24.062 16.931
C -28.672 -23.017 16.946
C -25.469 -22.711 16.642
C -25.698 -22.750 15.058
O -25.188 -23.916 14.433
C -25.650 -23.989 13.083
H -24.424 -24.104 19.801
H -25.064 -22.745 20.695
H -24.283 -22.479 19.175
H -26.874 -22.488 19.078
H -26.942 -24.041 19.433
H -25.816 -25.904 18.062
H -24.350 -24.916 17.864
H -25.431 -25.426 16.446
H -27.898 -24.837 17.628
H -27.514 -24.519 15.943
H -29.603 -23.345 16.482
H -28.457 -22.077 16.440
H -28.987 -22.833 17.973
H -24.410 -22.851 16.855
H -25.855 -21.817 17.132
H -25.223 -21.980 14.450
H -26.782 -22.643 15.014
H -26.727 -24.152 13.130
H -25.249 -24.902 12.643
H -25.422 -23.190 12.378
C -20.779 -20.909 21.191
C -21.437 -21.186 19.870
N -21.496 -20.000 18.787
C -20.040 -19.668 18.380
C -22.255 -20.504 17.464
C -21.501 -21.668 16.723
C -22.031 -18.732 19.533
C -22.553 -17.477 18.839
O -21.686 -17.114 17.769
C -22.062 -15.957 17.073
H -19.697 -20.775 21.191
H -20.871 -21.812 21.795
H -21.142 -20.080 21.798
H -22.488 -21.433 20.015
H -20.852 -21.970 19.387
H -19.545 -18.902 18.976
H -20.148 -19.284 17.366
H -19.504 -20.617 18.389
H -22.224 -19.619 16.828
H -23.321 -20.678 17.612
H -21.875 -21.937 15.735
H -21.726 -22.642 17.159
H -20.415 -21.581 16.748
H -21.215 -18.432 20.190
H -22.823 -19.176 20.136
H -22.790 -16.744 19.609
H -23.511 -17.824 18.453
H -22.765 -16.132 16.259
H -21.122 -15.710 16.578
H -22.387 -15.231 17.818
C -17.521 -22.823 19.196
O -16.936 -24.076 18.880
C -17.803 -25.000 18.369
C -18.292 -24.700 16.897
N -17.120 -24.844 15.876
H -16.610 -25.659 16.186
H -17.604 -25.173 15.053
C -16.116 -23.649 15.583
C -15.460 -23.970 14.200
O -16.364 -23.770 13.112
C -16.000 -24.385 11.952
H -18.306 -22.861 19.952
H -17.943 -22.365 18.301
H -16.678 -22.163 19.399
H -18.511 -25.397 19.096
H -17.234 -25.930 18.376
H -18.598 -23.705 16.576
H -19.089 -25.384 16.604
H -15.279 -23.575 16.277
H -16.642 -22.697 15.645
H -15.219 -25.033 14.191
H -14.562 -23.385 14.002
H -14.980 -24.091 11.703
H -16.678 -24.141 11.134
H -16.155 -25.461 12.027
C -22.137 -12.724 15.787
C -21.413 -11.359 15.565
C -20.426 -11.112 16.662
N -19.416 -9.999 16.225
C -18.380 -10.646 15.359
C -18.720 -9.336 17.430
C -19.724 -8.297 17.978
C -20.734 -8.007 16.817
C -20.095 -8.727 15.631
H -21.471 -13.569 15.611
H -22.965 -12.875 15.094
H -22.462 -12.752 16.828
H -22.076 -10.495 15.507
H -20.897 -11.261 14.610
H -19.903 -12.054 16.830
H -20.882 -10.695 17.560
H -17.628 -11.254 15.862
H -17.847 -9.834 14.863
H -18.829 -11.273 14.589
H -17.700 -8.995 17.258
H -18.676 -10.229 18.053
H -19.103 -7.450 18.270
H -20.096 -8.685 18.926
H -20.988 -6.950 16.738
H -21.692 -8.452 17.085
H -19.287 -8.144 15.188
H -20.724 -8.923 14.763
C -20.491 -23.912 9.049
C -20.036 -23.451 10.400
C -20.725 -22.149 10.906
N -20.386 -21.569 12.305
C -20.464 -22.685 13.333
C -21.208 -20.340 12.724
C -20.201 -19.337 13.446
C -18.829 -20.051 13.526
C -18.939 -21.087 12.317
H -21.522 -24.171 9.292
H -19.797 -24.685 8.718
H -20.481 -23.075 8.350
H -18.974 -23.208 10.424
H -20.082 -24.271 11.117
H -21.771 -22.390 11.096
H -20.731 -21.321 10.198
H -20.205 -22.219 14.284
H -19.772 -23.497 13.112
H -21.468 -23.101 13.417
H -22.088 -20.690 13.263
H -21.404 -19.853 11.768
H -20.666 -18.919 14.339
H -19.968 -18.464 12.836
H -18.747 -20.528 14.503
H -18.022 -19.319 13.501
H -18.318 -21.982 12.285
H -18.899 -20.629 11.329
C -15.892 -21.984 23.896
C -16.824 -23.112 24.246
C -17.737 -23.627 23.085
N -18.837 -24.581 23.561
C -19.774 -23.950 24.662
C -18.247 -25.949 24.092
C -18.055 -26.804 22.880
C -19.134 -26.368 21.881
C -19.665 -25.006 22.290
H -16.184 -21.403 23.021
H -14.885 -22.358 23.713
H -15.732 -21.324 24.749
H -17.464 -22.803 25.073
H -16.352 -23.944 24.768
H -17.208 -24.109 22.263
H -18.362 -22.821 22.699
H -20.646 -24.595 24.761
H -20.055 -22.932 24.393
H -19.173 -23.906 25.571
H -18.838 -26.471 24.845
H -17.319 -25.829 24.651
H -18.108 -27.870 23.103
H -17.035 -26.622 22.542
H -19.951 -27.074 21.732
H -18.673 -26.416 20.895
H -20.713 -25.127 22.563
H -19.628 -24.280 21.478
C -15.874 -19.150 21.582
C -15.736 -17.774 20.849
C -16.929 -17.429 19.959
N -16.650 -16.309 18.869
C -15.315 -16.546 18.151
C -16.757 -14.871 19.557
C -18.012 -14.150 19.050
C -18.865 -15.299 18.402
C -17.829 -16.280 17.832
H -15.252 -19.150 22.476
H -15.591 -20.014 20.981
H -16.910 -19.304 21.884
H -14.706 -17.823 20.497
H -15.792 -17.030 21.644
H -17.855 -17.282 20.515
H -16.982 -18.296 19.301
H -15.201 -15.755 17.410
H -15.373 -17.548 17.725
H -14.509 -16.518 18.885
H -15.800 -14.370 19.411
H -16.859 -14.968 20.638
H -17.809 -13.314 18.382
H -18.698 -13.583 19.680
H -19.507 -14.883 17.625
H -19.516 -15.754 19.149
H -17.356 -15.871 16.939
H -18.288 -17.268 17.799
C -26.422 -19.243 13.783
C -26.029 -17.788 14.010
C -27.179 -17.191 14.787
N -27.042 -15.658 15.176
C -27.232 -14.866 13.869
C -25.718 -15.372 15.790
C -25.744 -16.040 17.184
C -27.225 -15.887 17.596
C -27.983 -15.369 16.366
H -27.345 -19.405 13.226
H -26.616 -19.679 14.763
H -25.643 -19.788 13.250
H -25.847 -17.258 13.075
H -25.118 -17.685 14.600
H -27.293 -17.684 15.752
H -28.120 -17.194 14.236
H -26.406 -15.105 13.199
H -27.221 -13.841 14.241
H -28.233 -14.996 13.458
H -25.576 -14.292 15.828
H -24.928 -15.721 15.125
H -25.054 -15.697 17.955
H -25.486 -17.091 17.056
H -27.389 -15.191 18.418
H -27.558 -16.864 17.946
H -28.024 -14.280 16.378
H -28.970 -15.781 16.155
C -18.704 -15.392 14.098
C -18.374 -14.650 12.796
C -17.826 -15.656 11.783
N -17.597 -15.131 10.345
C -18.915 -14.666 9.646
C -16.806 -16.132 9.450
C -16.279 -15.316 8.313
C -15.894 -13.961 8.888
C -16.621 -13.925 10.282
H -19.563 -16.062 14.116
H -18.942 -14.753 14.949
H -17.947 -16.074 14.486
H -17.729 -13.788 12.966
H -19.276 -14.186 12.399
H -18.417 -16.562 11.648
H -16.858 -16.010 12.138
H -19.335 -13.787 10.134
H -19.580 -15.529 9.688
H -18.710 -14.340 8.626
H -17.440 -16.962 9.139
H -16.020 -16.327 10.179
H -17.092 -15.229 7.592
H -15.424 -15.779 7.821
H -16.065 -13.102 8.238
H -14.835 -14.073 9.117
H -17.101 -12.965 10.469
H -15.792 -13.980 10.988
C -23.976 -21.080 23.521
C -25.215 -21.900 23.697
C -24.883 -23.448 23.699
N -26.022 -24.406 24.268
C -26.220 -24.051 25.755
C -25.646 -25.901 23.978
C -26.473 -26.443 22.847
C -27.030 -25.249 22.190
C -27.251 -24.273 23.371
H -24.015 -19.998 23.648
H -23.344 -21.251 22.650
H -23.252 -21.418 24.263
H -25.863 -21.481 22.928
H -25.675 -21.648 24.653
H -23.941 -23.710 24.182
H -24.557 -23.832 22.733
H -25.312 -24.333 26.289
H -27.022 -24.689 26.126
H -26.462 -22.993 25.862
H -25.754 -26.498 24.884
H -24.578 -25.879 23.760
H -27.271 -27.057 23.262
H -25.823 -27.031 22.199
H -27.961 -25.397 21.643
H -26.267 -24.793 21.558
H -28.035 -24.783 23.930
H -27.460 -23.254 23.045
Cl -21.661 -24.939 18.891
```

Mulliken population analysis, charges in e, atoms 1 to 2:
1. C -0.049
2. C -1.105